*i*
Computed, not measured: a molecular structure, C4H8N4, with ωB97M-V/def2-TZVPD.

Results
HOMO: -8.17 eV
E_LUMO: -0.306 eV
Kohn-Sham gap: 7.87 eV

Each line ends with the Löwdin charge.
Element x y z (Å)
C1 2.8698 -0.3459 0.0279  -0.23
C2 0.8412 0.8288 0.0792  -0.32
C3 -1.2388 1.4867 -0.0584  -0.28
C4 -2.6510 -0.6772 0.1490  -0.07
H1 3.8528 -0.0047 0.1721  0.01
H2 3.0899 -1.4588 0.8790  0.16
H3 2.9678 -0.9519 -0.9552  0.08
H4 -2.1084 2.2227 -0.3809  0.17
H5 -3.5486 -0.6778 -0.9843  0.16
H6 -3.0064 -0.1173 1.4662  0.17
H7 -1.8220 -1.9829 0.0384  0.19
H8 0.2348 -0.8651 -0.5230  0.04
N1 2.0731 0.7780 -0.0196  0.02
N2 -0.0968 1.9188 0.1624  0.12
N3 -1.3264 0.1682 -0.1457  -0.28
N4 -0.1310 -0.3216 0.0931  0.07

*ii*
Computed, not measured: C4H8N4 in the gas phase, with ωB97M-V/def2-TZVPD.

Results
HOMO: -7.79 eV
SMILES string: Cn1[nH]cc/c1=N\N
E_LUMO: 0.998 eV
Kohn-Sham gap: 8.79 eV

Each line ends with the Löwdin charge.
Element x y z (Å)
C1 0.9541 1.8833 0.0746  -0.05
N1 0.7965 0.4883 -0.2775  -0.12
N2 1.8208 -0.4699 0.1434  0.03
C2 1.1828 -1.7107 -0.0114  -0.13
C3 -0.1521 -1.6022 -0.0665  0.00
C4 -0.4332 -0.1363 -0.0867  -0.37
N3 -1.5010 0.5437 -0.0976  -0.03
N4 -2.6580 -0.2915 0.0330  -0.05
H1 1.5646 2.3582 -0.6919  0.08
H2 1.4303 2.0194 1.0447  0.09
H3 -0.0215 2.2922 -0.0130  0.05
H4 2.6950 -0.4602 -0.3756  0.13
H5 1.8460 -2.5710 0.0154  0.11
H6 -1.0730 -2.2455 0.0455  0.11
H7 -3.3423 0.0184 -0.6735  0.07
H8 -3.1090 -0.1163 0.9371  0.07

Most favorable structure: *ii*. The second most favorable one is 156.9 kcal/mol above it.

*i*
Computed, not measured: 2 unconnected molecules or ions with the total composition C3H9N, with ωB97M-V/def2-TZVPD.

Results
HOMO: -8.91 eV
SMILES string: C=CC.N
E_LUMO: 0.889 eV
Kohn-Sham gap: 9.80 eV

Each line ends with the Löwdin charge.
Element x y z (Å)
C1 1.1550 -0.5034 -1.1796  -0.02
C2 -0.0344 -0.9414 -1.6769  -0.22
C3 -1.1565 -1.2479 -0.7106  -0.13
H1 2.0440 -0.6966 -1.7519  0.04
H2 1.1636 0.1099 -0.2811  0.05
H3 -0.2189 -0.8083 -2.7362  0.09
H4 -1.0017 -2.0535 0.0089  0.07
H5 -1.2895 -0.4053 -0.0167  0.07
H6 -2.1012 -1.3871 -1.2342  0.06
N1 0.2533 2.1883 2.8258  0.00
H7 0.0315 1.1946 2.7107  0.00
H8 -0.6310 2.5121 3.2176  0.01
H9 0.2585 2.4698 1.8496  0.00

*ii*
Computed, not measured: 2 unconnected molecules or ions with the total composition C3H9N, with ωB97M-V/def2-TZVPD.

Results
HOMO: -8.63 eV
SMILES string: C=CN.C
E_LUMO: 1.004 eV
Kohn-Sham gap: 9.64 eV

Each line ends with the Löwdin charge.
Element x y z (Å)
C1 -0.7157 -1.2614 0.0833  -0.04
C2 -0.9393 0.0343 0.4408  -0.30
N1 -1.9119 1.0959 0.2082  0.00
H1 -0.8748 -1.6432 -0.9110  0.04
H2 -0.4348 -1.9490 0.8316  0.03
H3 -0.2351 0.4712 1.2424  0.11
H4 -2.4503 0.7518 -0.6187  0.08
H5 -1.3857 1.8712 -0.2811  0.09
C3 2.8536 -0.0041 -0.4888  -0.06
H6 3.5980 -0.0232 -1.3707  0.05
H7 3.3341 -0.0704 0.4792  0.01
H8 2.5155 1.0583 -0.4056  0.02
H9 2.1247 -0.7513 -0.6350  -0.03

Most favorable structure: *i*. The second most favorable one is 10.4 kcal/mol above it.

*i*
Computed, not measured: 2 unconnected molecules or ions with the total composition C3H9N, with ωB97M-V/def2-TZVPD.

Results
HOMO: -9.59 eV
SMILES string: C=CC.N
E_LUMO: 1.258 eV
Kohn-Sham gap: 10.85 eV

Each line ends with the Löwdin charge.
Element x y z (Å)
C1 -1.0350 -0.1379 2.4497  -0.05
C2 0.2696 -0.3495 2.3392  -0.25
C3 0.9267 -1.2122 3.3939  -0.14
H1 -1.7152 0.4008 1.7225  0.07
H2 -1.6752 -0.6420 3.2040  0.06
H3 0.7697 -0.0698 1.4857  0.06
H4 1.9310 -1.5621 3.0458  0.06
H5 0.7861 -0.6559 4.3615  0.08
H6 0.4880 -2.3115 3.4961  0.11
N1 -0.0943 1.5618 -6.6859  0.06
H7 -0.1118 0.7788 -7.2722  0.00
H8 0.1092 1.3070 -5.7575  0.00
H9 -0.8897 2.0196 -6.5814  -0.06

*ii*
Computed, not measured: C3H9N in the gas phase, with ωB97M-V/def2-TZVPD.

Results
HOMO: -8.35 eV
SMILES string: CCNC
E_LUMO: 1.210 eV
Kohn-Sham gap: 9.56 eV

Each line ends with the Löwdin charge.
Element x y z (Å)
C1 -1.0340 -1.1386 0.2406  -0.12
C2 -0.7120 0.3594 0.5923  -0.27
N1 0.7700 0.6397 0.5099  -0.18
C3 1.2496 0.7153 -0.8442  -0.19
H1 -2.1180 -1.2745 0.4850  0.06
H2 -1.0594 -1.1294 -0.8889  0.07
H3 -0.4664 -1.9281 0.7803  0.07
H4 -1.1283 0.9989 -0.1097  0.07
H5 -1.0746 0.5622 1.6343  0.11
H6 1.3469 0.0288 1.1486  0.12
H7 1.1255 -0.3083 -1.4052  0.09
H8 0.7692 1.6023 -1.3756  0.10
H9 2.3317 0.8723 -0.7674  0.07

Most favorable structure: *ii*. The second most favorable one is 17.8 kcal/mol above it.

*i*
Computed, not measured: a molecular structure, C7H9N, with ωB97M-V/def2-TZVPD.

Results
HOMO: -8.18 eV
E_LUMO: 0.955 eV
Kohn-Sham gap: 9.14 eV

Each line ends with the Löwdin charge.
Element x y z (Å)
C1 1.1944 1.2361 0.2011  -0.15
C2 1.3805 -1.1504 0.0339  -0.14
C3 0.0837 -0.6931 -0.0984  -0.26
C4 -1.1712 -1.0298 -0.1339  -0.23
C5 -2.2402 -0.1418 -0.1180  -0.19
C6 -1.4572 1.1330 -0.1864  -0.07
C7 -0.1073 0.7710 -0.2234  -0.21
H1 1.1270 1.3240 1.3243  0.14
H2 1.7007 2.1791 -0.2431  0.13
H3 3.0075 -0.1061 -0.3040  0.09
H4 1.7099 -1.1961 0.9781  0.09
H5 1.5619 -1.9925 -0.5746  0.12
H6 -1.4745 -2.1472 -0.2432  0.15
H7 -2.2626 -0.5224 1.2049  0.24
H8 -3.4050 -0.0254 -0.6046  0.19
H9 -1.6834 2.2290 -0.4874  0.12
N1 2.0359 0.1327 -0.5252  -0.03

*ii*
Computed, not measured: C7H9N in the gas phase, with ωB97M-V/def2-TZVPD.

Results
HOMO: -8.40 eV
SMILES string: CN1[C@H]2C=C[C@@H]1C=C2
E_LUMO: 1.126 eV
Kohn-Sham gap: 9.52 eV

Each line ends with the Löwdin charge.
Element x y z (Å)
C1 -0.2578 1.2345 1.5507  -0.13
N1 0.1179 0.8811 0.1960  -0.16
C2 -0.9878 0.0197 -0.4933  -0.22
C3 -0.8306 -1.2345 0.2618  -0.07
C4 0.4606 -1.2528 0.5232  -0.10
C5 1.1464 -0.1012 -0.0951  -0.28
C6 1.0059 -0.1270 -1.6351  -0.08
C7 -0.2277 -0.0846 -1.9262  -0.05
H1 0.5041 2.0037 1.8951  0.08
H2 -1.3691 1.7093 1.7043  0.13
H3 -0.0895 0.3984 2.3116  0.08
H4 -2.0591 0.4957 -0.4733  0.16
H5 -1.5425 -1.9677 0.6001  0.11
H6 0.8877 -2.2415 0.7468  0.12
H7 2.1941 0.1707 0.1668  0.15
H8 1.8472 -0.0471 -2.4454  0.14
H9 -0.8000 0.1433 -2.8880  0.13

Most favorable structure: *ii*. The second most favorable one is 42.8 kcal/mol above it.

*i*
Computed, not measured: a molecular structure, C7H9N, with ωB97M-V/def2-TZVPD.

Results
HOMO: -8.67 eV
E_LUMO: 0.350 eV
Kohn-Sham gap: 9.02 eV

Each line ends with the Löwdin charge.
Element x y z (Å)
C1 0.5692 -0.6913 1.3608  0.03
C2 -1.5126 -1.3610 0.7883  0.14
C3 -0.2026 -0.8229 -1.3888  -0.12
C4 0.8078 0.3889 -1.6396  -0.11
C5 0.6959 1.2477 -0.3629  -0.20
C6 0.6029 0.8297 0.9814  -0.31
C7 -0.6402 -0.4816 0.0667  -0.59
H1 -0.0541 -1.0281 2.3697  0.14
H2 1.5150 -1.2877 1.2662  0.11
H3 -2.0508 -0.6982 1.4643  0.02
H4 -1.3414 -0.6245 -1.8072  0.16
H5 0.7755 0.7919 -2.5602  0.05
H6 1.6683 -0.4287 -1.5661  0.14
H7 1.2100 2.3201 -0.4343  0.18
H8 1.0529 1.5985 1.5850  0.13
H9 0.0933 -1.9894 -1.3085  0.16
N1 -0.6844 0.9557 0.3081  0.09

*ii*
Computed, not measured: C7H9N in the gas phase, with ωB97M-V/def2-TZVPD.

Results
HOMO: -8.31 eV
SMILES string: C1=C[C@H]2[C@@H]3CN[C@H]2[C@H]13
E_LUMO: 1.072 eV
Kohn-Sham gap: 9.39 eV

Each line ends with the Löwdin charge.
Element x y z (Å)
C1 1.8212 0.4964 0.4720  -0.10
C2 1.8901 -0.4927 -0.4225  -0.07
C3 0.3115 -0.7847 -0.6754  -0.05
C4 -0.3525 -0.6359 0.9655  -0.05
C5 -1.7599 -0.3998 0.4746  -0.20
N1 -1.5935 0.6640 -0.5464  -0.05
C6 -0.1261 0.7853 -0.6394  -0.33
C7 0.3043 0.7621 0.7358  -0.27
H1 2.8329 0.9248 0.7541  0.11
H2 2.8318 -1.0899 -0.7759  0.12
H3 -0.0381 -1.4637 -1.4304  0.10
H4 -0.1135 -1.2268 1.7095  0.07
H5 -2.3945 -0.1160 1.1983  0.06
H6 -2.1719 -1.2520 -0.2336  0.15
H7 -1.8384 0.3731 -1.6243  0.17
H8 0.3641 1.6931 -1.1391  0.17
H9 0.0326 1.7625 1.1773  0.16

*iii*
Computed, not measured: C7H9N in the gas phase, with ωB97M-V/def2-TZVPD.

Results
HOMO: -8.48 eV
SMILES string: CN1[C@@H]2C=CC=C[C@@H]21
E_LUMO: 0.397 eV
Kohn-Sham gap: 8.88 eV

Each line ends with the Löwdin charge.
Element x y z (Å)
C1 -1.5104 -0.1754 -1.2187  -0.11
N1 -0.0894 -0.5374 -1.5136  -0.05
C2 0.8383 -0.9545 -0.3808  -0.26
C3 0.4971 -1.2102 0.9839  -0.06
C4 0.0180 -0.2098 1.7892  -0.09
C5 0.1097 1.1255 1.2980  -0.13
C6 0.4915 1.4452 0.0540  -0.06
C7 0.9213 0.4344 -0.9539  -0.20
H1 -1.7474 0.6450 -1.9253  0.08
H2 -1.5668 0.2218 -0.1364  0.07
H3 -2.3581 -0.9789 -1.4280  0.11
H4 1.4721 -1.8331 -0.6798  0.14
H5 0.7495 -2.2438 1.2722  0.11
H6 -0.0372 -0.4689 2.8530  0.11
H7 0.0986 1.7687 2.1238  0.09
H8 0.4128 2.4420 -0.4652  0.13
H9 1.7003 0.5295 -1.6724  0.12

Most favorable structure: *iii*. The second most favorable one is 40.8 kcal/mol above it.

*i*
Computed, not measured: 2 unconnected molecules or ions with the total composition C7H9N, with ωB97M-V/def2-TZVPD.

Results
HOMO: -7.97 eV
SMILES string: c1ccncc1.C=C
E_LUMO: 0.934 eV
Kohn-Sham gap: 8.90 eV

Each line ends with the Löwdin charge.
Element x y z (Å)
C1 2.4074 0.2783 0.0459  -0.08
C2 1.5264 1.3254 -0.0831  -0.08
C3 0.1927 1.0187 -0.1039  -0.12
N1 -0.3119 -0.2275 -0.0429  0.00
C4 0.5655 -1.2249 0.0122  -0.14
C5 1.9403 -1.0449 0.0983  -0.05
H1 3.4739 0.4961 0.0909  0.11
H2 1.8621 2.3488 -0.1210  0.10
H3 -0.6038 1.7631 -0.1444  0.11
H4 0.1594 -2.2201 0.0620  0.10
H5 2.5975 -1.8887 0.0800  0.09
C6 -3.0589 0.5584 0.2394  -0.11
C7 -2.5268 -0.6321 -0.1937  -0.12
H6 -2.9560 0.8652 1.1691  -0.02
H7 -3.8233 1.0447 -0.4104  0.05
H8 -2.0330 -1.3154 0.6155  0.08
H9 -2.7734 -1.1747 -1.1320  0.06

*ii*
Computed, not measured: 2 unconnected molecules or ions with the total composition C7H9N, with ωB97M-V/def2-TZVPD.

Results
HOMO: -9.59 eV
SMILES string: c1ccncc1.C=C
E_LUMO: 0.782 eV
Kohn-Sham gap: 10.37 eV

Each line ends with the Löwdin charge.
Element x y z (Å)
C1 -0.2507 -1.7149 0.2084  -0.05
C2 -0.1012 -1.1992 -1.1211  -0.10
C3 -0.5311 0.1365 -1.4588  -0.18
N1 -1.2669 0.8946 -0.6801  0.02
C4 -1.5509 0.4300 0.5477  -0.20
C5 -1.1857 -0.8321 0.9815  -0.09
H1 0.3552 -2.7300 0.4675  0.15
H2 0.4415 -1.7740 -1.9415  0.11
H3 -0.2990 0.6530 -2.3814  0.10
H4 -2.2201 1.2370 1.0972  0.14
H5 -1.1811 -1.1852 2.0011  0.08
C6 1.7175 1.1237 1.2079  -0.09
C7 2.4986 0.9562 0.1022  -0.07
H6 0.9481 1.7950 1.3522  0.00
H7 1.8476 0.5668 2.2076  0.07
H8 2.1218 1.5739 -0.7120  0.04
H9 3.2760 0.1996 -0.1373  0.06

Most favorable structure: *i*. The second most favorable one is 9.0 kcal/mol above it.